This record from the OMol25 dataset describes a structure of composition C5CaF15O15S5 at a distorted geometry. The level of theory is ωB97M-V/def2-TZVPD.

Properties
* strongest force on any atom: 3.97 eV Å⁻¹
* charge: -3
* LUMO level: 6.44 eV
* HOMO energy: -1.46 eV
* HOMO-LUMO gap: 7.9 eV

Atoms and positions in Å:
Ca -0.5210 0.2978 0.2385
C 2.9578 -3.2525 0.0516
F 2.5148 -3.4469 -1.2081
F 2.2160 -4.0545 0.8240
F 4.2662 -3.4883 0.2088
S 2.6216 -1.3545 0.6115
O 3.4997 -0.4751 -0.2394
O 1.1148 -1.1963 0.4544
O 2.9761 -1.2891 2.0401
C -4.3135 -1.5034 -0.9402
F -3.5114 -1.6294 -2.0059
F -5.5138 -0.9356 -1.3539
F -4.5288 -2.7319 -0.4042
S -3.3919 -0.4035 0.4010
O -4.3940 0.0434 1.3439
O -2.3542 -1.2060 0.9971
O -2.7048 0.7163 -0.2886
C -1.6558 0.9540 4.4597
F -1.0057 0.1961 5.3176
F -2.7276 0.2745 4.0055
F -2.1047 2.0739 5.0419
S -0.6210 1.4802 2.9096
O 0.3547 2.4782 3.3874
O -0.0544 0.2409 2.4295
O -1.6048 1.8567 1.9290
C 3.4801 2.7393 0.6949
F 4.6714 2.8231 0.0897
F 3.4894 1.5987 1.3634
F 3.3838 3.7127 1.5931
S 2.0775 2.7502 -0.6769
O 2.6587 2.3050 -1.9104
O 1.1299 1.8238 -0.0582
O 1.5197 4.0988 -0.7718
C -0.9985 -1.4193 -4.2160
F -2.3400 -1.2192 -4.0263
F -0.6326 -2.5382 -3.5522
F -0.6004 -1.5124 -5.4862
S 0.0151 0.0684 -3.4431
O 1.3950 -0.3429 -3.6426
O -0.4140 1.2806 -4.1558
O -0.3496 0.1866 -2.0125

For reference, the natural (NBO) charges in units of e are: 1.81 0.75 -0.33 -0.34 -0.33 2.24 -0.93 -1.05 -0.97 0.74 -0.31 -0.35 -0.34 2.29 -0.97 -1.01 -1.02 0.72 -0.32 -0.33 -0.34 2.31 -0.95 -1.04 -1.01 0.72 -0.35 -0.31 -0.34 2.33 -0.95 -1.08 -1.00 0.73 -0.33 -0.33 -0.33 2.31 -0.95 -0.98 -1.06